#w
An isolated ion of composition CHN2O3P and charge -2, computed with wB97M-V/def2-TZVPD.

Geometry as XYZ:
```
8
CHN2O3P (wB97M-V/def2-TZVPD)
O -3.10371 -1.04982 -0.77722
P -2.19848 -0.01499 -0.08142
O -2.50072 0.24242 1.42384
O -2.08258 1.31612 -0.85041
C -0.41474 -0.59073 0.09233
N 0.11995 -1.72770 0.69374
N 0.38722 -1.60045 -0.51350
H -0.00317 0.40537 0.43114
```

Output
SMILES	O=P([O-])([O-])C1N=N1
lowest unoccupied orbital energy	7.85	eV
total charge	-2
gap between HOMO and LUMO	6.8	eV



#x
A 2-piece molecular cluster, CHN2O3P overall, computed with wB97M-V/def2-TZVPD.

Geometry as XYZ:
```
8
CHN2O3P (wB97M-V/def2-TZVPD)
C -2.03072 0.74584 -0.16148
N -3.09877 1.22113 -0.38081
N -0.89949 0.33610 0.19340
O 1.22170 -1.59305 -0.71669
O 1.67697 -0.52186 1.55414
O 2.19557 0.84403 -0.57442
P 1.58664 -0.35317 0.05978
H -0.65190 -0.67903 0.02608
```

Output
lowest unoccupied orbital energy	7.07	eV
total charge	-2
gap between HOMO and LUMO	6.8	eV



#y
A 2-piece molecular cluster, CHN2O3P overall, computed with wB97M-V/def2-TZVPD.

Geometry as XYZ:
```
8
CHN2O3P (wB97M-V/def2-TZVPD)
C -1.26422 0.03668 0.18985
N -1.95726 0.92611 -0.44641
N -2.39396 -0.54130 0.28569
O 2.55016 -0.79895 1.20952
O 2.34379 -0.65771 -1.26996
O 2.36623 1.49880 -0.04411
P 2.33819 0.04028 0.01633
H -0.35886 -0.30015 0.60372
```

Output
lowest unoccupied orbital energy	6.75	eV
total charge	-2
gap between HOMO and LUMO	4.6	eV



Which of them is the most stable, and which is the least stable? #x and #y, in that order.



#w
C8H14N2O5 in the gas phase, computed with wB97M-V/def2-TZVPD.

Geometry as XYZ:
```
29
C8H14N2O5 (wB97M-V/def2-TZVPD)
C 3.43221 -1.61728 -1.18343
C 2.73394 -0.73866 -0.17561
N 1.31113 -1.02846 0.03795
C 0.71579 -0.49220 1.14121
O 1.34408 -0.08556 2.08093
C -0.79884 -0.20219 1.06696
N -1.06940 1.21837 0.91027
C -1.61087 -1.02027 0.08134
C -3.17825 -0.89100 0.32898
C -3.89877 0.08933 -0.57865
O -4.84381 -0.25357 -1.24616
O -3.51169 1.37070 -0.47898
C 2.91596 0.73636 -0.54739
O 2.02580 1.38823 -1.09455
O 4.06487 1.29170 -0.18043
H 2.81554 -1.51084 -2.12752
H 4.47685 -1.35564 -1.29278
H 3.39798 -2.68794 -0.87557
H 3.23060 -0.82608 0.80002
H 0.71446 -1.07966 -0.74318
H -1.15881 -0.43618 2.06402
H -0.43608 1.64285 0.24315
H -1.05369 1.71214 1.78014
H -1.34264 -2.11054 0.10413
H -1.47337 -0.66362 -0.96804
H -3.57810 -1.88099 0.10631
H -3.25569 -0.63455 1.40392
H -2.65744 1.48544 0.05250
H 4.12729 2.13961 -0.63175
```

Output
SMILES	C[C@H](NC(=O)[C@@H](N)CCC(=O)O)C(=O)O
lowest unoccupied orbital energy	0.42	eV
gap between HOMO and LUMO	10.2	eV



#x
C8H14N2O5 in the gas phase, computed with wB97M-V/def2-TZVPD.

Geometry as XYZ:
```
29
C8H14N2O5 (wB97M-V/def2-TZVPD)
C 2.14754 0.45726 2.13328
C 1.33515 -0.11907 0.99658
N 0.55894 -1.26078 1.47587
C -0.70381 -1.66538 1.17351
O -1.29069 -2.54974 1.72510
C -1.30324 -0.79436 0.00385
N -2.26559 -1.56491 -0.77873
C -1.84329 0.59507 0.45953
C -2.18743 1.47395 -0.76676
C -1.00327 2.03914 -1.50388
O 0.13271 2.01821 -1.07103
O -1.35021 2.66800 -2.59498
C 2.35846 -0.54573 -0.05729
O 3.07698 -1.49234 0.09910
O 2.42562 0.28234 -1.10937
H 2.86330 1.30485 1.91902
H 1.52817 0.79196 2.95765
H 2.74854 -0.38593 2.51288
H 0.62378 0.54058 0.51106
H 0.99512 -2.03599 1.90335
H -0.41964 -0.73775 -0.68827
H -3.01766 -1.87849 -0.11808
H -1.84734 -2.45661 -1.06456
H -1.13613 1.10293 1.16184
H -2.79015 0.36182 0.93312
H -2.74337 2.34586 -0.49324
H -2.86410 0.91161 -1.45412
H -0.41751 2.95337 -2.90376
H 1.66768 0.90470 -1.08029
```

Output
SMILES	C[C@H](NC(=O)[C@@H](N)CCC(=O)O)C(=O)O
lowest unoccupied orbital energy	0.33	eV
gap between HOMO and LUMO	9.8	eV



Which of them is the most stable, and which is the least stable? #w and #x, in that order.



#w
A 2-piece molecular cluster, C4H10FN overall, computed with wB97M-V/def2-TZVPD.

Geometry as XYZ:
```
16
C4H10FN (wB97M-V/def2-TZVPD)
C -2.35752 -0.02558 1.30470
C -1.79805 0.00004 0.15383
C -1.30624 -1.12374 -0.64440
F -1.76436 1.24500 -0.51637
H -2.56306 -1.04281 1.82794
H -2.66790 0.80530 1.77511
H -1.61708 -2.04389 -0.22088
H -1.72424 -0.89988 -1.56171
H -0.26906 -1.32232 -0.63538
C 1.84116 1.04094 -0.76441
N 1.15755 0.68380 0.42163
H 1.11101 0.87275 -1.51375
H 2.15660 2.05917 -0.67052
H 2.80303 0.51508 -0.98801
H 1.75262 0.81121 1.27515
H 0.25023 1.02075 0.40156
```

Output
SMILES	C=C(C)F.CN
lowest unoccupied orbital energy	1.08	eV
gap between HOMO and LUMO	9.8	eV



#x
C4H10FN in the gas phase, computed with wB97M-V/def2-TZVPD.

Geometry as XYZ:
```
16
C4H10FN (wB97M-V/def2-TZVPD)
C 0.05236 1.22538 -0.90813
C -0.09796 -0.08550 -0.12215
C -0.42120 0.29130 1.36210
N -1.10059 -0.99657 -0.65854
C 1.17909 -0.85272 -0.24758
F 2.34314 -0.11098 0.09279
H 0.41085 1.06034 -1.94480
H -0.88035 1.78203 -0.91880
H 0.83617 1.84354 -0.37039
H 0.43235 0.79093 1.89552
H -1.25760 0.95251 1.39878
H -0.74418 -0.56799 1.94878
H -1.13459 -1.82683 -0.12879
H -2.01254 -0.57591 -0.58913
H 1.29805 -1.22025 -1.25513
H 1.09698 -1.70929 0.44547
```

Output
SMILES	CC(C)(N)CF
lowest unoccupied orbital energy	0.99	eV
gap between HOMO and LUMO	10.7	eV



#y
C4H10FN in the gas phase, computed with wB97M-V/def2-TZVPD.

Geometry as XYZ:
```
16
C4H10FN (wB97M-V/def2-TZVPD)
C -0.32754 -1.04233 1.08052
C 0.02964 0.18395 0.35663
C 1.23155 1.12264 0.92409
F -1.06418 0.87601 0.39963
C 0.13345 -0.03133 -1.24073
N -0.99839 -0.28443 -2.08508
H -1.09737 -0.62150 1.92099
H -1.12846 -1.71499 0.43972
H 0.56625 -1.54527 1.46805
H 0.65721 1.75071 1.95326
H 1.49288 1.94532 0.16947
H 2.12106 0.30877 1.23951
H 0.42168 1.08719 -1.38550
H 0.90208 -0.72688 -1.49515
H -1.22287 -1.38695 -2.28789
H -1.71700 0.07909 -1.45750
```

Output
SMILES	CC(C)(F)CN
lowest unoccupied orbital energy	0.89	eV
gap between HOMO and LUMO	10.0	eV



Which of them is the most stable, and which is the least stable? #x and #y, in that order.



#w
A 14-piece molecular cluster, C19H66N18O19 overall, computed with wB97M-V/def2-TZVPD.

Geometry as XYZ:
```
122
C19H66N18O19 (wB97M-V/def2-TZVPD)
C 8.27013 -16.54697 -11.62850
C 8.62626 -15.40083 -12.55643
O 9.65905 -14.71116 -11.95316
O 7.51002 -17.43345 -12.30378
H 7.78425 -16.18671 -10.69827
H 9.19278 -17.10402 -11.40024
H 7.75581 -14.72930 -12.59734
H 8.98076 -15.74757 -13.54851
H 9.85890 -13.91645 -12.48605
H 7.61637 -18.23930 -11.80588
C 10.19576 -8.96012 -10.32330
C 8.88019 -8.35080 -9.82840
O 8.44904 -9.17219 -8.76075
O 10.73525 -8.18386 -11.36522
H 9.99367 -9.96462 -10.70834
H 10.90873 -9.05338 -9.48762
H 8.19508 -8.24961 -10.66396
H 9.00505 -7.34093 -9.39824
H 7.51181 -8.97639 -8.64938
H 11.32204 -7.52390 -10.97512
C 15.52876 -8.99993 -8.57833
C 15.58359 -10.51964 -8.32829
O 15.23980 -11.32728 -9.44853
O 16.52526 -8.55893 -9.41993
H 15.68831 -8.47612 -7.63488
H 14.51847 -8.74047 -8.94602
H 14.91098 -10.75508 -7.48745
H 16.62275 -10.76643 -8.09021
H 14.33439 -11.65442 -9.34227
H 16.37510 -8.85563 -10.32834
C 15.70792 -14.29694 -8.05179
C 15.53552 -13.72520 -6.64310
O 14.13970 -13.55002 -6.42614
O 15.20026 -15.63597 -8.16597
H 16.77678 -14.29398 -8.27666
H 15.20125 -13.64153 -8.78118
H 16.00493 -12.73231 -6.67564
H 16.03520 -14.32497 -5.87203
H 13.89635 -13.53375 -5.49151
H 14.24006 -15.58098 -8.01385
C 12.36016 -14.30002 -10.29190
C 12.04185 -12.85048 -10.67555
O 12.52004 -11.81127 -9.83558
O 11.79627 -14.45584 -9.02756
H 13.40842 -14.59214 -10.27152
H 11.85917 -14.92842 -11.03478
H 10.93813 -12.79560 -10.69357
H 12.38968 -12.63587 -11.68478
H 12.14027 -11.94997 -8.94258
H 12.30401 -15.09623 -8.48063
C 8.82984 -10.41480 -13.90149
O 8.12223 -9.44836 -13.88500
N 10.02341 -10.31652 -13.33057
N 8.40559 -11.51567 -14.48569
H 10.67776 -11.06029 -13.16116
H 10.14956 -9.45650 -12.80506
H 7.42631 -11.58422 -14.67959
H 8.89069 -12.38968 -14.43329
C 13.04784 -17.94261 -11.63751
O 12.04105 -18.39023 -11.22514
N 13.27865 -18.06911 -12.96643
N 13.76562 -17.27274 -10.77374
H 12.50478 -18.59462 -13.33042
H 14.17784 -18.04709 -13.42079
H 13.43284 -17.36326 -9.82363
H 14.72409 -16.99053 -10.86793
C 10.11332 -13.78943 -5.20580
O 10.01160 -13.19217 -6.27661
N 10.78688 -14.86720 -5.20181
N 9.57714 -13.27153 -4.15381
H 10.97578 -15.37237 -4.36734
H 11.24166 -15.22464 -6.02219
H 9.22928 -13.78796 -3.37306
H 9.15237 -12.37115 -4.25720
C 12.02251 -10.08273 -6.77912
O 12.95282 -9.47954 -6.42962
N 12.21568 -11.38788 -6.93916
N 10.81388 -9.57685 -6.97746
H 13.08385 -11.67717 -6.53171
H 11.40701 -11.99480 -6.84635
H 10.71006 -8.59409 -6.83886
H 10.09667 -10.07581 -7.46073
C 14.63582 -9.42186 -12.76091
O 15.53261 -9.38162 -12.00128
N 14.73253 -8.93600 -14.04287
N 13.41543 -10.03751 -12.49737
H 14.01191 -8.37977 -14.47023
H 15.62558 -8.46101 -14.11165
H 13.33571 -9.96650 -11.47832
H 12.59814 -9.60061 -12.88873
C 11.75819 -13.81579 -14.50702
O 10.90320 -13.17464 -13.93251
N 12.25884 -14.78660 -13.76554
N 12.11941 -13.51355 -15.72383
H 11.51757 -15.08594 -13.12510
H 12.70790 -15.52800 -14.27437
H 11.54934 -12.76906 -16.08967
H 13.02743 -13.74783 -16.07552
C 11.64210 -17.71944 -7.62195
O 12.54935 -16.97374 -7.88079
N 11.32711 -18.65982 -8.51578
N 11.07599 -17.49511 -6.44637
H 11.48501 -18.31813 -9.48810
H 10.59213 -19.33432 -8.43688
H 11.87336 -17.50568 -5.81311
H 10.33222 -18.04959 -6.06907
C 15.89340 -12.68931 -14.75877
O 16.25915 -13.82044 -15.03172
N 16.60081 -11.62925 -15.23455
N 14.75291 -12.50229 -14.09523
H 17.52290 -12.00447 -15.39549
H 16.67768 -10.78738 -14.68191
H 14.49705 -13.33617 -13.59332
H 14.40778 -11.66453 -13.65207
C 7.57996 -14.04892 -8.44401
O 6.66524 -14.22200 -9.17998
N 8.79723 -14.57666 -8.72522
N 7.35260 -13.38780 -7.25542
H 9.56290 -14.04166 -8.32399
H 8.94591 -14.55631 -9.72449
H 6.46797 -12.91971 -7.39748
H 8.18837 -12.83560 -7.09921
```

Output
lowest unoccupied orbital energy	-0.04	eV
gap between HOMO and LUMO	8.6	eV



#x
A 14-piece molecular cluster, C19H66N18O19 overall, computed with wB97M-V/def2-TZVPD.

Geometry as XYZ:
```
122
C19H66N18O19 (wB97M-V/def2-TZVPD)
C -3.01051 -3.72206 -0.40414
O -2.25091 -3.51480 -1.38888
N -2.64225 -4.52625 0.64848
N -4.27918 -3.26718 -0.36245
H -3.34830 -4.95259 1.22786
H -1.72557 -4.89226 0.62267
H -4.55824 -2.60522 -1.13109
H -4.77514 -3.38176 0.51979
C 2.93422 -1.48160 -3.08746
O 2.68873 -2.24100 -2.11664
N 3.99831 -0.62010 -3.14716
N 2.13786 -1.48006 -4.19965
H 3.72771 0.29044 -3.46623
H 4.54692 -0.54490 -2.31158
H 1.20982 -1.83066 -3.91848
H 2.08623 -0.57238 -4.59771
C 3.40581 2.12445 4.21019
O 4.04352 1.13720 4.51106
N 2.02488 2.24791 4.36148
N 4.06922 3.23639 3.68203
H 1.52024 1.38906 4.54494
H 1.52500 2.85269 3.68452
H 3.60454 4.14482 3.64044
H 5.06704 3.13194 3.60431
C 3.69117 0.92316 0.15305
O 3.23675 1.46642 -0.87943
N 4.89815 0.36523 0.08535
N 3.02336 0.74829 1.29179
H 5.47813 0.68029 -0.68236
H 5.27836 -0.11724 0.80437
H 2.04145 0.89574 1.41994
H 3.46445 0.10739 1.91105
C -1.11429 3.63382 2.23775
O -1.56102 4.67828 2.59833
N -1.62533 2.41369 2.58563
N 0.12641 3.53097 1.56474
H -2.25145 2.38662 3.42665
H -1.11282 1.59718 2.45417
H 0.34038 2.67610 1.03586
H 0.29946 4.44750 1.12141
C -4.46869 -1.98486 -4.02591
O -5.12517 -2.04001 -2.98722
N -3.42979 -2.75305 -4.29311
N -4.98966 -1.08626 -5.01106
H -3.03121 -3.22875 -3.48824
H -2.72899 -2.29312 -4.88022
H -5.91690 -0.82822 -4.88517
H -4.68918 -1.33867 -5.94794
C 0.88972 -4.45110 -0.30192
O 0.07890 -4.55863 0.63643
N 2.22012 -4.69467 -0.07453
N 0.47379 -4.18103 -1.53287
H 2.44608 -4.58470 0.90890
H 2.92441 -4.38258 -0.75708
H 1.17903 -3.80879 -2.17188
H -0.54626 -3.99313 -1.56190
C 2.84808 3.00058 -4.43463
O 2.41259 1.81835 -4.42362
N 2.21825 3.93180 -5.15296
N 4.08495 3.27568 -3.99412
H 2.64492 4.88767 -5.19527
H 1.24031 3.77249 -5.32946
H 4.37628 4.24040 -3.79638
H 4.47726 2.57496 -3.39145
C -1.42366 0.13203 -4.22379
O -1.45199 -0.63960 -5.14657
N -0.16870 0.56943 -3.76630
N -2.38985 0.54069 -3.39764
H -0.07025 1.40417 -3.19575
H 0.50777 0.56118 -4.51530
H -2.26102 1.02556 -2.55868
H -3.30019 0.10235 -3.49328
C -6.39310 0.22496 0.62974
C -5.09330 0.80377 0.14171
O -4.53834 1.54075 1.25383
O -6.17053 -1.05965 1.27136
H -7.09019 0.05535 -0.16594
H -6.77516 0.91267 1.35346
H -5.18554 1.47886 -0.70547
H -4.37646 -0.01056 -0.03180
H -3.67288 1.90894 1.05081
H -5.69847 -0.97510 2.10195
C 0.84033 -2.94051 3.96388
C 2.22389 -2.33323 4.38886
O 2.21086 -0.93603 4.25441
O 0.40444 -2.39636 2.70528
H 0.01229 -2.75809 4.66797
H 0.93644 -4.04201 3.96077
H 3.00857 -2.76179 3.78275
H 2.38643 -2.58925 5.44309
H 2.94680 -0.49523 4.68820
H 0.36243 -3.14619 2.06982
C -3.81795 -2.92487 3.71080
C -3.30693 -1.63781 3.09654
O -4.26491 -0.58511 3.19217
O -4.95314 -3.53021 3.07030
H -3.99100 -2.76828 4.75785
H -3.05952 -3.71037 3.67452
H -2.93718 -1.80780 2.06999
H -2.48309 -1.27937 3.69991
H -4.22776 0.11539 2.54081
H -5.64278 -2.85770 2.95736
C 5.03373 5.15571 -0.46194
C 4.29569 4.26428 0.55751
O 2.91598 4.25381 0.13416
O 4.43840 6.45694 -0.49337
H 4.97242 4.65364 -1.41067
H 6.06964 5.39964 -0.14575
H 4.24504 4.88406 1.47361
H 4.72891 3.25602 0.44570
H 2.74864 3.33214 -0.02153
H 3.45481 6.51194 -0.49414
C -0.45263 0.37443 -0.53144
C 0.09170 -0.61964 0.43075
O 0.07415 0.01968 1.70075
O 0.39406 1.40668 -0.92403
H -1.34740 0.84376 0.01099
H -0.84657 -0.12261 -1.45272
H 1.07371 -0.92545 0.12653
H -0.53385 -1.50891 0.51569
H 0.48394 -0.57801 2.29709
H 1.26141 1.10099 -1.21777
```

Output
lowest unoccupied orbital energy	-0.02	eV
gap between HOMO and LUMO	9.4	eV



Which of them is the most stable, and which is the least stable? #x and #w, in that order.